# 1
This record from OMol25 describes a molecular structure, C44H42N5O3P2PtSe2 in a non-equilibrium geometry. The level of theory is the ωB97M-V functional and the def2-TZVPD basis.

Geometry as ORCA input:
```
! wB97M-V def2-TZVPD RIJCOSX def2/J DEFGRID3
* xyz 1 1
Pt -0.467 -0.585 0.385
N 1.473 -0.918 -0.506
N 1.241 -0.859 -1.910
C 0.111 -0.115 -2.342
O 0.027 0.193 -3.506
O -0.818 0.117 -1.451
H 2.121 -0.188 -0.211
H 1.869 -1.823 -0.268
H 2.071 -0.626 -2.446
Se 1.855 -3.445 6.627
P 1.020 -1.649 5.977
C -0.577 -1.236 6.740
C -1.751 -1.776 6.217
C -2.964 -1.542 6.846
C -3.012 -0.776 8.003
C -1.843 -0.253 8.537
C -0.627 -0.487 7.912
C 2.074 -0.190 6.235
C 1.563 1.107 6.197
C 2.405 2.194 6.384
C 3.755 1.991 6.632
C 4.262 0.700 6.699
C 3.426 -0.388 6.499
C 0.600 -1.686 4.196
C 0.457 -0.757 3.170
N -0.021 -1.462 2.129
N -0.151 -2.738 2.437
N 0.226 -2.886 3.681
P 0.552 0.931 2.595
Se -2.321 0.680 1.392
C -0.499 1.886 3.723
C -0.294 3.249 3.952
C -1.087 3.928 4.860
C -2.093 3.262 5.549
C -2.315 1.914 5.316
C -1.536 1.231 4.396
C 2.243 1.518 2.810
C 3.243 0.647 3.239
C 4.551 1.096 3.347
C 4.867 2.409 3.035
C 3.878 3.273 2.584
C 2.576 2.825 2.448
H -1.713 -2.400 5.332
H -3.871 -1.973 6.442
H -3.959 -0.599 8.497
H -1.874 0.329 9.449
H 0.283 -0.091 8.345
H 0.505 1.275 6.046
H 1.999 3.197 6.354
H 4.409 2.839 6.789
H 5.311 0.539 6.915
H 3.805 -1.401 6.566
H 0.505 3.781 3.461
H -0.909 4.980 5.040
H -2.699 3.794 6.270
H -3.083 1.379 5.860
H -1.705 0.176 4.245
H 3.005 -0.373 3.509
H 5.318 0.417 3.695
H 5.887 2.759 3.133
H 4.126 4.292 2.316
H 1.829 3.486 2.027
C 5.051 -0.356 -4.692
C 4.138 0.545 -3.909
C 3.144 1.280 -4.533
C 2.303 2.134 -3.825
C 1.249 2.907 -4.573
C 2.443 2.214 -2.432
C 1.406 2.974 -1.690
O 0.906 2.677 -0.621
C 3.482 1.523 -1.786
C 3.766 1.727 -0.330
C 4.306 0.696 -2.531
H 4.708 -0.472 -5.718
H 5.116 -1.344 -4.236
H 6.061 0.056 -4.719
H 3.014 1.191 -5.605
H 1.343 2.728 -5.642
H 1.348 3.981 -4.406
H 0.249 2.599 -4.271
H 1.010 3.855 -2.221
H 2.934 1.443 0.310
H 3.930 2.785 -0.122
H 4.657 1.183 -0.024
H 5.122 0.178 -2.036
C -3.848 -0.208 0.498
C -3.178 -1.189 -0.390
C -2.142 -1.971 0.241
C -1.411 -2.914 -0.550
C -1.627 -2.994 -1.911
C -2.608 -2.194 -2.485
C -3.381 -1.296 -1.737
H -4.467 -0.690 1.252
H -4.425 0.530 -0.052
H -2.301 -2.228 1.284
H -0.702 -3.550 -0.035
H -1.057 -3.676 -2.524
H -2.779 -2.263 -3.552
H -4.116 -0.675 -2.231
*
```

Values from the calculation:
Highest occupied orbital energy, eV: -9.83
HOMO-LUMO gap, eV: 4.4
Calculated total energy, Ha: -7806.0369
Energy relative to the best compared isomer or geometry (same formula, charge and spin), kJ/mol: 307.6
Max |F|, eV/Å: 1.5

=====

# 2
This record from OMol25 describes a molecular structure, C44H43BBrCl3F4N5O4W in a non-equilibrium geometry. The level of theory is the ωB97M-V functional and the def2-TZVPD basis.

Geometry as ORCA input:
```
! wB97M-V def2-TZVPD RIJCOSX def2/J DEFGRID3
* xyz 1 3
W 1.330 0.335 -0.339
C -0.990 1.070 2.596
C -0.296 -0.258 2.655
C -0.713 -1.115 3.658
C -0.093 -2.351 3.841
C 0.951 -2.668 3.016
C 1.347 -1.776 2.004
N 0.688 -0.570 1.778
C 2.497 -2.025 1.195
C 3.361 -3.123 1.333
C 4.497 -3.217 0.562
C 4.808 -2.178 -0.328
C 3.933 -1.120 -0.444
N 2.754 -1.047 0.251
C 4.205 0.081 -1.226
C 5.109 0.129 -2.283
C 5.339 1.343 -2.905
C 4.767 2.480 -2.355
C 3.895 2.371 -1.277
C 3.419 3.598 -0.574
N 3.524 1.174 -0.784
H -1.076 1.465 3.609
H -2.001 0.950 2.204
H -0.459 1.792 1.983
H -1.517 -0.809 4.306
H -0.411 -3.022 4.621
H 1.488 -3.592 3.142
H 3.148 -3.894 2.053
H 5.159 -4.060 0.664
H 5.731 -2.190 -0.886
H 5.562 -0.778 -2.644
H 5.977 1.402 -3.772
H 4.973 3.456 -2.764
H 3.800 4.490 -1.061
H 3.773 3.572 0.459
H 2.332 3.649 -0.559
C -5.191 2.934 -1.701
C -4.948 2.006 -0.500
C -5.269 2.757 0.802
C -5.899 0.811 -0.630
C -3.495 1.587 -0.461
C -2.470 2.565 -0.510
C -1.160 2.192 -0.485
N -0.725 0.905 -0.398
C -1.711 -0.066 -0.364
C -3.078 0.280 -0.378
C -1.218 -1.402 -0.418
C -2.038 -2.546 -0.354
C -1.540 -3.808 -0.556
C -0.158 -3.888 -0.856
C 0.609 -2.760 -0.883
N 0.149 -1.507 -0.628
C -2.369 -5.071 -0.469
C -2.093 -5.950 -1.697
C -3.872 -4.789 -0.409
C -1.948 -5.811 0.811
H -6.249 3.177 -1.758
H -4.901 2.440 -2.626
H -4.637 3.864 -1.618
H -6.303 3.093 0.790
H -4.627 3.626 0.926
H -5.135 2.099 1.660
H -6.920 1.173 -0.728
H -5.858 0.173 0.250
H -5.664 0.227 -1.517
H -2.709 3.610 -0.584
H -0.394 2.957 -0.549
H -3.806 -0.510 -0.362
H -3.084 -2.410 -0.145
H 0.308 -4.830 -1.086
H 1.660 -2.852 -1.143
H -2.264 -5.386 -2.611
H -2.760 -6.809 -1.690
H -1.073 -6.321 -1.708
H -4.192 -4.195 -1.263
H -4.144 -4.277 0.512
H -4.414 -5.731 -0.434
H -0.888 -6.050 0.793
H -2.510 -6.736 0.908
H -2.147 -5.194 1.685
F 1.238 1.852 -1.717
B 1.126 2.994 -3.394
F -0.183 2.975 -3.470
F 1.844 2.160 -4.111
F 1.699 4.081 -2.930
Cl 0.093 -2.824 -4.018
C 0.643 -1.139 -4.083
Cl -0.555 -0.106 -3.290
Cl 0.898 -0.652 -5.750
C 1.984 -1.079 -3.274
O 2.962 -1.633 -3.696
O 1.880 -0.455 -2.156
Br 0.168 6.969 2.197
C 1.185 5.512 2.875
C 1.797 5.605 4.117
C 2.535 4.531 4.590
C 2.662 3.375 3.839
C 2.030 3.281 2.601
C 1.291 4.361 2.117
C 2.115 2.041 1.789
O 2.859 1.092 2.022
O 1.305 1.977 0.772
H 1.698 6.503 4.707
H 3.008 4.605 5.558
H 3.234 2.534 4.198
H 0.803 4.305 1.156
*
```

Values from the calculation:
Highest occupied orbital energy (spin up / spin down), eV: -8.78 / -11.16
HOMO-LUMO gap (spin up / spin down), eV: 5.1 / 7.0
⟨S²⟩: 2.02
Calculated total energy, Ha: -6723.4105
Energy relative to the best compared isomer or geometry (same formula, charge and spin), kJ/mol: 178.7
Max |F|, eV/Å: 3.6